A structure of composition C2H10N3 at a distorted geometry. Source: the OMol25 dataset; level of theory: ωB97M-V/def2-TZVPD.

Structure (XYZ):
```
15
C2H10N3 | the OMol25 dataset | ωB97M-V/def2-TZVPD
C -1.3377 0.8900 0.3425
C -0.5514 0.3864 -0.7588
N 0.5729 -0.1609 -0.8056
N -1.3547 0.7996 -2.5178
N 1.9760 -0.7032 1.2940
H -2.2282 0.2725 0.4782
H -1.6885 1.8961 0.1065
H -0.7656 0.9054 1.2703
H 0.9807 -0.3812 -1.7082
H 1.2206 -0.3968 0.1675
H -2.3009 1.0821 -2.2750
H -1.3925 -0.1123 -2.9640
H 2.9588 -0.7785 1.0442
H 1.8907 0.0118 2.0101
H 1.6761 -1.5912 1.6852
```

Properties
- ΔE to the lowest compared entry with this formula, charge and spin: 2.6151 eV
- Max |F|: 5.9 eV/A
- DFT total energy: -246.1625 a.u.
- E_LUMO: -3.36 eV
- Net charge: +1
- Highest occupied orbital energy: -14.2 eV
- Orbital gap: 10.81 eV



A structure of composition C48H125HgN6O18 at a distorted geometry. Source: the OMol25 dataset; level of theory: ωB97M-V/def2-TZVPD.

Structure (XYZ):
```
198
C48H125HgN6O18 | the OMol25 dataset | ωB97M-V/def2-TZVPD
Hg -1.9006 2.4045 -3.0174
C -0.3274 2.3261 0.4284
C 0.5259 2.0557 -0.8332
O -0.1527 1.2941 -1.7832
H 0.1701 2.8828 1.2225
H -0.7151 1.4278 0.9090
H -1.2118 2.9290 0.2225
H 1.5058 1.6778 -0.5417
H 0.7454 3.0657 -1.1795
C 2.5449 -5.2226 7.5068
O 1.6008 -5.0430 6.4434
C 0.2736 -5.5597 6.6092
C -0.4501 -5.3970 5.2536
N -0.4130 -4.0071 4.8079
C -0.7168 -3.9483 3.3998
C -0.6778 -2.4630 2.9480
O 0.6595 -1.9896 2.7627
C 0.7428 -0.6458 2.3361
H 2.2291 -4.6813 8.3986
H 3.4771 -4.7175 7.2539
H 2.6514 -6.2769 7.7620
H -0.2732 -5.0021 7.3696
H 0.3002 -6.5897 6.9649
H -1.4985 -5.6735 5.3651
H -0.1320 -6.0979 4.4818
H 0.5543 -3.7357 4.9113
H -1.7428 -4.2867 3.2549
H -0.0646 -4.5172 2.7372
H -1.2929 -1.9274 3.6711
H -1.1837 -2.3221 1.9928
H 0.2738 -0.3929 1.3853
H 1.7964 -0.3680 2.3649
H 0.2083 0.0001 3.0327
C -0.3157 5.4553 -2.1660
O -0.5799 4.3509 -3.0510
C 0.1039 4.5184 -4.3101
C 0.5490 3.1443 -4.7503
N -0.7127 2.4030 -5.0748
C -0.5085 0.9512 -5.2114
C -1.8679 0.2678 -5.3156
O -2.7133 0.6775 -4.3050
C -3.9251 -0.0419 -4.3640
H 0.7429 5.4038 -1.9115
H -0.8752 5.2934 -1.2447
H -0.6068 6.3501 -2.7161
H 0.9932 5.1468 -4.2624
H -0.5317 5.0298 -5.0331
H 1.0560 2.5765 -3.9701
H 1.2808 3.1124 -5.5574
H -0.9447 2.7336 -6.0005
H 0.0821 0.5844 -4.3719
H 0.0933 0.8034 -6.1081
H -1.7887 -0.8185 -5.3572
H -2.2722 0.5899 -6.2752
H -3.8023 -1.1245 -4.3318
H -4.4203 0.1989 -5.3047
H -4.5320 0.4220 -3.5865
C -2.8539 -0.5346 -1.3500
O -3.1554 0.8337 -1.6594
C -3.8944 1.4965 -0.6821
C -4.3965 2.8605 -1.2656
N -3.3008 3.6973 -1.7509
C -3.9040 4.8290 -2.4718
C -4.3411 4.3930 -3.9122
O -3.5296 3.4608 -4.5542
C -3.8998 3.1978 -5.9319
H -2.1939 -0.5877 -0.4841
H -2.3009 -0.9317 -2.2012
H -3.7552 -1.1204 -1.1692
H -3.3098 1.6729 0.2208
H -4.8168 1.0365 -0.3278
H -5.0046 3.4187 -0.5539
H -5.1779 2.6909 -2.0064
H -2.9302 4.1711 -0.9396
H -3.1668 5.6308 -2.5148
H -4.7504 5.2271 -1.9121
H -4.3590 5.3406 -4.4505
H -5.3639 4.0322 -3.8036
H -4.8697 2.7227 -6.0798
H -3.1515 2.4940 -6.2963
H -3.7766 4.0683 -6.5761
C -6.4912 -6.8609 -0.4065
O -6.5621 -5.4618 -0.5500
C -7.5432 -4.9111 0.3719
C -7.3480 -3.3989 0.4752
N -6.0573 -3.2102 1.2065
C -5.7640 -1.7796 1.2835
C -4.3860 -1.5678 1.9660
O -4.2038 -0.1880 2.0374
C -2.9488 0.2015 2.5982
H -5.9401 -7.4141 -1.1670
H -7.5108 -7.2099 -0.5702
H -6.1249 -7.1765 0.5704
H -7.4260 -5.2703 1.3943
H -8.5810 -5.1474 0.1368
H -8.2218 -2.8847 0.8754
H -7.2730 -3.0671 -0.5604
H -5.3992 -3.7265 0.6405
H -6.5409 -1.2009 1.7830
H -5.6832 -1.3403 0.2892
H -3.5503 -2.0291 1.4399
H -4.3550 -1.9873 2.9716
H -2.7939 1.2759 2.6971
H -2.1822 -0.0699 1.8724
H -2.8313 -0.2971 3.5604
C 3.1668 -4.0349 -6.2628
O 2.5912 -2.8708 -6.8339
C 3.1450 -1.6398 -6.3854
C 2.8845 -1.2403 -4.9460
N 3.8120 -0.1737 -4.5744
C 3.5611 0.1269 -3.1533
C 4.4547 1.3643 -2.7347
O 5.8060 0.9683 -2.7752
C 6.7550 1.9993 -2.5925
H 4.2417 -4.0993 -6.4318
H 2.7363 -4.8763 -6.8059
H 2.9413 -4.2923 -5.2279
H 2.7706 -0.8376 -7.0214
H 4.2242 -1.7053 -6.5238
H 2.9421 -2.1146 -4.2977
H 1.8252 -0.9845 -4.9249
H 4.7305 -0.5937 -4.5753
H 3.7295 -0.7423 -2.5175
H 2.5406 0.4900 -3.0318
H 4.1999 1.6269 -1.7080
H 4.2021 2.1778 -3.4149
H 6.5521 2.4698 -1.6304
H 6.5765 2.7165 -3.3936
H 7.7209 1.4977 -2.5324
C 4.3356 -0.9240 0.1426
O 5.2501 -1.0691 1.2160
C 4.6723 -0.9932 2.5312
C 3.8927 -2.2309 2.9746
N 4.9506 -3.2147 3.3284
C 4.3176 -4.4061 3.9644
C 5.3445 -5.5448 4.1561
O 5.7149 -6.1880 2.9351
C 6.7291 -7.2088 3.2125
H 3.5243 -1.6511 0.1789
H 4.9353 -1.1240 -0.7454
H 3.9339 0.0846 0.0460
H 4.0640 -0.0931 2.6201
H 5.4601 -0.8623 3.2730
H 3.3028 -2.6917 2.1823
H 3.2374 -2.0559 3.8279
H 5.3998 -3.4968 2.4689
H 3.5627 -4.8584 3.3213
H 3.8945 -4.1322 4.9309
H 4.8774 -6.1678 4.9189
H 6.2160 -5.1131 4.6482
H 6.9079 -7.7618 2.2904
H 6.3230 -7.9153 3.9365
H 7.6827 -6.8255 3.5756
C 3.3095 5.5108 -0.7571
C 4.5499 4.6062 -0.8106
O 5.6872 5.3958 -1.2534
H 2.4148 4.9827 -0.4274
H 3.1982 6.0649 -1.6892
H 3.5066 6.3094 -0.0420
H 4.3802 3.7667 -1.4847
H 4.7801 4.1401 0.1475
H 5.8341 5.9903 -0.5141
C 3.0348 2.8467 2.2944
C 2.9444 4.2709 2.7487
O 1.5528 4.6297 2.9006
H 4.0942 2.5924 2.3279
H 2.5954 2.7189 1.3051
H 2.4753 2.1686 2.9388
H 3.2883 4.8863 1.9173
H 3.5623 4.5248 3.6100
H 1.4614 5.5779 2.7822
C -1.4255 2.0134 5.8331
C -0.2923 2.8799 5.2754
O -0.2378 2.6778 3.8669
H -2.3588 2.4233 5.4470
H -1.4445 2.1105 6.9186
H -1.2812 0.9743 5.5373
H 0.6468 2.6344 5.7713
H -0.4401 3.9414 5.4739
H 0.3421 3.3722 3.5458
C -4.0050 4.2518 2.7031
C -2.8251 4.9096 2.0519
O -3.0985 5.1691 0.7002
H -4.9484 4.7968 2.6716
H -3.6959 4.0736 3.7331
H -4.1642 3.2712 2.2545
H -1.9269 4.2980 2.1374
H -2.5218 5.8117 2.5832
H -3.7009 5.9082 0.5888
C 0.0135 -3.2293 -0.8274
C 0.9394 -2.1048 -1.3099
O 0.4206 -1.4482 -2.4026
H 0.3976 -3.8441 -0.0134
H -0.1786 -3.9599 -1.6132
H -0.9483 -2.8935 -0.4398
H 1.9212 -2.5073 -1.5592
H 1.1230 -1.3716 -0.5246
H 0.2913 -0.5338 -2.1404
```

Properties
- Spin multiplicity: 2
- Max |F|: 2.8 eV/A
- DFT total energy: -3739.5679 a.u.
- E_LUMO (spin up / spin down): 0.24 / 0.17 eV
- Highest occupied orbital energy (spin up / spin down): -2.4 / -6.9 eV
- Orbital gap (spin up / spin down): 2.65 / 7.08 eV



- Which formula does entry 1 have?
  C2H10N3



- DFT total energy of number 1 (C2H10N3)?
  -246.1625 a.u.